Entry 1:
Computed, not measured: one molecule with the formula C28H38N2O3, with the ωB97M-V functional and the def2-TZVPD basis.

Geometry as XYZ:
```
71
Properties=species:S:1:pos:R:3:nbo_charge:R:1
O 2.33 5.03 1.12 -0.62
C 1.79 4.25 0.35 0.68
C 1.26 2.93 0.81 -0.18
C 0.32 2.87 1.83 -0.15
C -0.12 1.65 2.30 -0.26
C 0.40 0.46 1.79 0.32
O -0.09 -0.68 2.34 -0.49
C 0.44 -1.95 1.99 0.10
C 0.09 -2.91 3.13 -0.41
C 0.58 -4.31 2.79 -0.21
N -0.04 -4.77 1.56 -0.45
C 0.20 -6.18 1.29 -0.20
C -0.96 -6.82 0.51 -0.45
C -0.94 -6.54 -0.96 0.08
C -1.92 -5.76 -1.56 -0.26
C -1.89 -5.50 -2.92 -0.19
C -0.88 -6.03 -3.70 -0.23
C 0.09 -6.83 -3.12 -0.20
C 0.06 -7.08 -1.76 -0.25
C 0.33 -3.91 0.46 -0.23
C -0.17 -2.49 0.70 -0.42
C 1.36 0.52 0.78 -0.27
C 1.78 1.75 0.30 -0.18
N 1.69 4.51 -0.98 -0.45
C 2.26 5.73 -1.52 -0.22
C 1.17 6.72 -1.91 -0.41
C 0.17 6.06 -2.86 -0.40
C -0.39 4.76 -2.25 -0.21
C -1.28 5.05 -1.04 -0.42
C -2.15 3.86 -0.62 -0.43
C -3.18 4.24 0.44 -0.05
O -2.61 4.60 1.67 -0.72
C 0.78 3.84 -1.89 -0.22
H -0.08 3.78 2.25 0.23
H -0.86 1.59 3.08 0.23
H 1.53 -1.88 1.89 0.17
H -0.99 -2.91 3.26 0.21
H 0.55 -2.56 4.05 0.22
H 0.29 -4.99 3.60 0.20
H 1.68 -4.31 2.71 0.16
H 1.15 -6.33 0.74 0.17
H 0.28 -6.69 2.25 0.20
H -0.90 -7.90 0.66 0.22
H -1.89 -6.46 0.95 0.22
H -2.71 -5.34 -0.95 0.21
H -2.66 -4.89 -3.37 0.21
H -0.86 -5.84 -4.77 0.21
H 0.88 -7.25 -3.73 0.21
H 0.82 -7.71 -1.32 0.21
H -0.12 -4.31 -0.46 0.22
H 1.43 -3.90 0.32 0.16
H -1.26 -2.51 0.81 0.21
H 0.08 -1.86 -0.15 0.21
H 1.80 -0.37 0.37 0.21
H 2.54 1.78 -0.47 0.22
H 2.86 5.46 -2.40 0.18
H 2.91 6.15 -0.76 0.25
H 0.66 7.07 -1.02 0.20
H 1.63 7.58 -2.40 0.21
H 0.67 5.81 -3.80 0.20
H -0.65 6.75 -3.09 0.21
H -1.00 4.26 -3.01 0.21
H -1.94 5.89 -1.28 0.20
H -0.65 5.35 -0.20 0.20
H -2.68 3.47 -1.49 0.20
H -1.52 3.06 -0.22 0.21
H -3.82 5.05 0.06 0.15
H -3.82 3.38 0.66 0.18
H -2.03 5.36 1.54 0.46
H 1.33 3.58 -2.80 0.19
H 0.41 2.92 -1.43 0.23
```

LUMO energy   0.0265 Ha
Structure (SMILES)   O=C(c1ccc(OC2CCN(CCc3ccccc3)CC2)cc1)N1CCC[C@H](CCCO)C1
Calculated total energy   -38776.2930 eV
Relative energy (zero: lowest compared OMol25 entry of this formula, charge and spin)   15.30 kJ/mol
Kohn-Sham gap   9.1 eV

***

Entry 2:
Computed, not measured: C28H39BCl2N9SV as an isolated structure, with the ωB97M-V functional and the def2-TZVPD basis.

Geometry as XYZ:
```
81
Properties=species:S:1:pos:R:3:lowdin_spin:R:1
V 0.33 0.52 0.21 1.18
C -2.58 -1.15 3.87 0.00
C -1.30 -1.46 3.08 0.00
C -0.69 -2.77 3.59 0.00
C -0.31 -0.34 3.23 0.00
C 0.15 0.15 4.44 0.00
C 1.06 1.15 4.12 -0.01
N 1.14 1.26 2.80 0.01
N 0.30 0.34 2.21 -0.02
B 2.01 2.21 1.96 0.00
N 2.89 1.35 1.04 0.01
C 4.21 1.26 0.95 -0.01
C 4.53 0.30 -0.01 -0.01
C 3.33 -0.18 -0.48 0.00
N 2.30 0.47 0.17 -0.03
C 3.17 -1.24 -1.53 0.00
C 3.94 -2.50 -1.13 0.00
C 3.66 -0.71 -2.88 0.00
N 1.08 3.04 1.04 0.01
C 0.96 4.35 0.99 -0.01
C 0.02 4.68 0.02 -0.01
C -0.41 3.50 -0.54 0.00
N 0.23 2.45 0.11 -0.03
C -1.31 3.53 -1.76 0.00
C -2.46 2.54 -1.88 0.00
C -0.46 3.61 -3.03 0.00
H -3.33 -1.91 3.66 0.00
H -3.00 -0.17 3.64 0.00
H -2.38 -1.18 4.94 0.00
H -1.55 -1.57 2.02 0.00
H -0.51 -2.71 4.67 0.00
H 0.26 -3.01 3.11 0.00
H -1.39 -3.59 3.43 0.00
H -0.13 -0.17 5.42 0.00
H 1.65 1.80 4.75 0.00
H 2.65 2.92 2.65 0.00
H 4.84 1.87 1.56 0.00
H 5.51 0.00 -0.31 0.00
H 2.12 -1.50 -1.61 0.00
H 5.01 -2.32 -1.08 0.00
H 3.78 -3.29 -1.86 0.00
H 3.62 -2.87 -0.15 0.00
H 4.72 -0.43 -2.83 0.00
H 3.10 0.17 -3.21 0.00
H 3.58 -1.48 -3.65 0.00
H 1.54 4.98 1.65 0.00
H -0.30 5.67 -0.26 0.00
H -1.79 4.51 -1.64 0.00
H -2.14 1.54 -2.14 0.00
H -3.09 2.88 -2.70 0.00
H -3.09 2.51 -0.99 0.00
H 0.11 2.69 -3.20 0.00
H 0.25 4.44 -2.99 0.00
H -1.10 3.76 -3.90 0.00
C 0.23 -2.09 -4.17 0.00
N -0.80 -2.03 -3.11 -0.01
C -1.83 -2.93 -2.96 0.00
C -2.58 -2.50 -1.92 0.00
N -2.01 -1.33 -1.45 0.00
C -0.91 -1.06 -2.20 0.00
S 0.21 0.24 -2.06 -0.05
C -2.62 -0.48 -0.49 0.00
C -4.00 -0.45 -0.42 0.00
C -4.61 0.38 0.51 0.00
C -3.81 1.18 1.31 0.00
C -2.44 1.11 1.16 0.00
N -1.83 0.28 0.28 0.00
H 0.20 -3.09 -4.60 0.00
H 1.20 -1.91 -3.73 0.00
H 0.01 -1.35 -4.93 0.00
H -1.93 -3.79 -3.59 0.00
H -3.46 -2.93 -1.47 0.00
H -4.60 -1.05 -1.09 0.00
H -5.69 0.41 0.58 0.00
H -4.23 1.86 2.03 0.00
H -1.79 1.73 1.76 0.00
Cl 1.60 -5.00 1.01 0.00
C 0.41 -4.14 0.10 0.00
Cl 0.57 -2.31 0.44 0.00
H -0.59 -4.38 0.42 0.00
H 0.56 -4.24 -0.96 0.00
```

Net charge   +3
LUMO energy (alpha / beta)   -0.4176 / -0.3825 Ha
Calculated total energy   -105302.9074 eV
Relative energy (zero: lowest compared OMol25 entry of this formula, charge and spin)   0.00 kJ/mol
2S+1   2
Kohn-Sham gap (alpha / beta)   6.1 / 7.0 eV

***

Entry 3:
Computed, not measured: C28H39BCrN3O3S as an isolated structure in a non-equilibrium geometry, with the ωB97M-V functional and the def2-TZVPD basis.

Geometry as XYZ:
```
76
Properties=species:S:1:pos:R:3:lowdin_spin:R:1
Cr -0.61 0.94 0.45 3.76
S -0.40 3.15 2.03 0.02
C 0.51 1.91 2.82 0.02
C 1.30 2.10 3.99 0.00
C 1.93 1.04 4.56 0.01
C 1.78 -0.24 4.00 0.00
C 1.01 -0.35 2.88 0.01
N 0.41 0.68 2.28 0.01
H 1.36 3.10 4.40 0.00
H 2.54 1.18 5.45 0.00
H 2.25 -1.11 4.44 0.00
H 0.83 -1.32 2.42 0.00
O -2.80 0.95 2.92 0.01
C -2.27 -0.27 3.42 0.00
C -3.34 -1.32 3.28 0.00
C -3.90 -1.38 1.86 0.00
C -3.00 -1.88 0.74 0.01
C -2.99 -3.24 0.45 0.00
C -2.49 -3.68 -0.77 0.00
C -2.09 -2.73 -1.67 0.00
C -2.05 -1.40 -1.26 0.01
N -2.41 -0.99 -0.05 0.03
H -2.11 1.61 2.78 0.00
H -1.97 -0.17 4.46 0.00
H -1.40 -0.58 2.84 0.00
H -4.17 -1.08 3.96 0.00
H -2.93 -2.29 3.58 0.00
H -4.24 -0.38 1.59 0.00
H -4.77 -2.04 1.86 0.00
H -3.43 -3.94 1.15 0.00
H -2.47 -4.73 -1.02 0.00
H -1.79 -2.99 -2.68 0.00
H -1.70 -0.61 -1.92 0.00
C 2.12 3.41 -1.20 0.00
N 1.08 2.63 -1.84 0.01
C 1.61 1.79 -2.89 0.00
C -0.05 3.41 -2.31 0.00
C -1.46 2.86 -2.06 0.01
C -2.44 3.41 -2.89 0.00
C -3.79 3.20 -2.65 0.02
C -4.15 2.49 -1.51 0.00
C -3.16 1.92 -0.71 0.01
C -1.77 2.00 -0.97 -0.02
H 2.57 4.16 -1.88 0.00
H 2.91 2.74 -0.85 0.00
H 1.70 3.93 -0.33 0.00
H 1.97 2.38 -3.75 0.00
H 0.83 1.11 -3.24 0.00
H 2.43 1.20 -2.49 0.00
H 0.07 3.60 -3.39 0.00
H 0.00 4.39 -1.83 0.00
H -2.14 4.02 -3.74 0.00
H -4.54 3.61 -3.32 0.00
H -5.20 2.36 -1.25 0.00
H -3.49 1.40 0.18 0.00
C 4.40 -0.83 -1.13 0.00
C 3.12 -1.28 -0.44 0.00
C 3.51 -2.01 0.85 0.00
O 2.36 -0.13 -0.06 0.00
B 0.97 -0.27 -0.37 0.03
O 0.87 -1.49 -1.09 0.01
C 2.14 -2.10 -1.35 0.00
C 2.05 -3.58 -1.02 0.00
C 2.43 -1.96 -2.84 0.00
H 5.05 -0.34 -0.40 0.00
H 4.18 -0.11 -1.93 0.00
H 4.94 -1.68 -1.56 0.00
H 4.00 -1.29 1.51 0.00
H 4.19 -2.84 0.64 0.00
H 2.63 -2.39 1.37 0.00
H 1.70 -3.74 0.00 0.00
H 3.02 -4.07 -1.14 0.00
H 1.33 -4.04 -1.70 0.00
H 2.49 -0.91 -3.14 0.00
H 1.60 -2.42 -3.39 0.00
H 3.36 -2.46 -3.12 0.00
```

Net charge   -1
LUMO energy (alpha / beta)   0.0965 / 0.0964 Ha
Calculated total energy   -80217.5439 eV
Relative energy (zero: lowest compared OMol25 entry of this formula, charge and spin)   148.66 kJ/mol
2S+1   5
Kohn-Sham gap (alpha / beta)   5.8 / 7.0 eV

***

Entry 4:
Computed, not measured: C28H39BLiN5O2P as an isolated structure, with the ωB97M-V functional and the def2-TZVPD basis.

Geometry as XYZ:
```
77
Properties=species:S:1:pos:R:3:lowdin_charge:R:1
Li 0.56 0.65 -0.71 0.49
B 2.30 0.16 2.30 -0.43
N 2.25 -1.03 1.29 -0.08
C 2.94 -2.18 1.37 -0.13
C 2.54 -3.01 0.33 -0.09
C 1.58 -2.24 -0.35 -0.16
N 1.41 -1.07 0.24 0.03
N 2.43 1.51 1.54 -0.10
C 3.40 2.43 1.69 -0.13
C 3.09 3.52 0.89 -0.09
C 1.88 3.15 0.27 -0.17
N 1.49 1.95 0.68 0.01
H 3.30 0.01 2.97 0.06
H 1.29 0.16 2.96 0.06
H 3.64 -2.36 2.17 0.11
H 2.84 -4.03 0.16 0.08
H 1.00 -2.50 -1.23 0.10
H 4.23 2.26 2.35 0.11
H 3.65 4.43 0.77 0.08
H 1.28 3.71 -0.43 0.10
C -2.69 1.21 3.18 -0.10
C -2.34 -0.18 2.65 -0.48
C -3.60 -1.05 2.65 -0.11
C -1.60 -0.16 1.29 -0.30
H -3.00 1.15 4.23 0.07
H -3.50 1.65 2.61 0.06
H -1.82 1.88 3.12 0.07
H -1.64 -0.62 3.38 0.11
H -4.36 -0.61 2.01 0.06
H -4.01 -1.13 3.66 0.07
H -3.37 -2.06 2.30 0.07
H -1.20 -1.17 1.14 0.04
H -0.71 0.46 1.47 0.00
O 2.44 -1.10 -3.28 -0.01
C 2.69 -0.08 -2.61 -0.67
O 1.98 0.79 -2.09 -0.07
C 4.21 0.04 -2.28 -0.17
N 4.63 -1.33 -1.84 0.09
C 5.91 -1.16 -1.12 -0.12
C 5.67 0.11 -0.30 -0.13
C 4.62 0.92 -1.10 -0.10
H 4.76 0.27 -3.19 0.15
H 4.63 -1.96 -2.65 0.18
H 3.92 -1.70 -1.20 0.13
H 6.70 -1.02 -1.85 0.13
H 6.14 -2.04 -0.52 0.12
H 6.60 0.66 -0.15 0.11
H 5.27 -0.14 0.68 0.10
H 5.01 1.87 -1.46 0.12
H 3.74 1.14 -0.50 0.08
C -2.49 0.74 -2.67 -0.28
P -1.96 0.35 -0.73 0.86
C -2.48 -1.39 -1.09 -0.36
C -3.57 -2.06 -0.53 -0.10
C -3.86 -3.37 -0.87 -0.10
C -3.06 -4.06 -1.78 -0.12
C -1.97 -3.41 -2.34 -0.10
C -1.69 -2.10 -2.01 -0.13
C -3.34 1.48 -0.27 -0.37
C -4.69 1.22 -0.41 -0.10
C -5.65 2.16 -0.04 -0.10
C -5.26 3.40 0.43 -0.12
C -3.90 3.70 0.54 -0.11
C -2.96 2.74 0.20 -0.12
H -2.43 1.83 -2.80 0.00
H -3.50 0.42 -2.96 0.00
H -1.78 0.29 -3.37 -0.01
H -4.19 -1.55 0.20 0.07
H -4.72 -3.87 -0.43 0.09
H -3.28 -5.09 -2.03 0.09
H -1.34 -3.93 -3.06 0.09
H -0.85 -1.59 -2.47 0.09
H -5.02 0.27 -0.83 0.09
H -6.70 1.93 -0.14 0.09
H -6.00 4.14 0.72 0.09
H -3.59 4.67 0.89 0.09
H -1.90 2.96 0.31 0.10
```

Net charge   -1
LUMO energy   0.0680 Ha
Calculated total energy   -51386.8768 eV
Kohn-Sham gap   4.4 eV

***

Entry 5:
Computed, not measured: C28H39BrN13O2Tm as an isolated structure in a non-equilibrium geometry, with the ωB97M-V functional and the def2-TZVPD basis.

Geometry as XYZ:
```
84
Properties=species:S:1:pos:R:3:lowdin_spin:R:1
Tm -0.68 0.10 -0.03 2.01
O -6.76 2.36 -1.08 0.00
C -5.53 2.00 -0.63 0.00
C -4.89 2.56 0.51 0.00
C -3.72 2.01 0.93 0.00
N -3.09 1.01 0.22 0.00
C -3.64 0.52 -0.87 0.00
Br -2.73 -0.87 -2.00 0.00
C -4.87 0.97 -1.32 0.00
H -7.14 3.16 -0.68 0.00
H -5.35 3.40 1.03 0.00
H -3.27 2.29 1.87 0.00
H -5.29 0.52 -2.22 0.00
C 2.71 0.26 2.44 0.00
N 3.16 1.03 1.30 0.00
C 4.50 1.62 1.44 0.00
C 2.57 0.89 0.08 0.00
N 1.70 -0.13 -0.21 0.00
C 2.19 -1.46 -0.15 0.00
C 3.52 -1.79 -0.38 0.00
C 4.02 -3.06 -0.08 0.00
C 3.13 -4.06 0.33 0.00
C 1.78 -3.78 0.43 0.00
C 1.26 -2.54 0.03 0.00
N -0.12 -2.28 -0.08 0.00
C -0.92 -3.30 -0.58 0.00
N -2.04 -3.62 0.10 0.00
C -3.26 -4.19 -0.51 0.00
C -2.21 -3.30 1.50 0.00
N -0.68 -3.92 -1.79 0.00
C 0.21 -3.29 -2.74 0.00
C -0.82 -5.38 -1.94 0.00
N 2.79 1.84 -0.86 0.00
C 2.63 1.60 -2.29 0.00
C 3.22 3.22 -0.57 0.00
H 3.37 -0.62 2.61 0.00
H 1.69 -0.07 2.26 0.00
H 2.74 0.92 3.34 0.00
H 5.17 0.88 1.89 0.00
H 4.43 2.51 2.09 0.00
H 4.94 1.87 0.46 0.00
H 4.22 -1.03 -0.74 0.00
H 5.07 -3.27 -0.13 0.00
H 3.50 -5.06 0.54 0.00
H 1.07 -4.58 0.71 0.00
H -3.40 -5.26 -0.21 0.00
H -3.28 -4.08 -1.61 0.00
H -4.11 -3.59 -0.10 0.00
H -1.30 -2.83 1.88 0.00
H -3.06 -2.60 1.62 0.00
H -2.44 -4.23 2.04 0.00
H 0.32 -2.23 -2.53 0.00
H -0.25 -3.38 -3.74 0.00
H 1.21 -3.77 -2.76 0.00
H -1.22 -5.83 -1.03 0.00
H 0.18 -5.80 -2.16 0.00
H -1.49 -5.62 -2.77 0.00
H 3.60 1.77 -2.79 0.00
H 1.87 2.26 -2.72 0.00
H 2.35 0.56 -2.45 0.00
H 4.28 3.38 -0.90 0.00
H 3.09 3.54 0.49 0.00
H 2.60 3.88 -1.19 0.00
N -0.86 -0.11 2.27 0.00
C -0.86 -0.24 3.47 0.00
N -0.84 -0.26 4.75 0.00
C -0.35 -1.31 5.44 0.00
N 0.01 -2.18 6.12 0.00
C -0.68 4.18 -2.83 0.00
N -0.43 3.94 -1.41 0.00
C -0.18 5.03 -0.58 0.00
C -0.01 4.82 0.76 0.00
C -0.09 3.48 1.28 0.00
N -0.30 2.43 0.45 0.00
C -0.41 2.65 -0.90 0.00
O -0.55 1.63 -1.68 0.00
N 0.15 3.23 2.57 0.00
H -1.56 4.85 -2.97 0.00
H -0.86 3.18 -3.28 0.00
H 0.23 4.63 -3.30 0.00
H -0.21 6.00 -1.08 0.00
H 0.21 5.67 1.41 0.00
H 0.12 3.99 3.25 0.00
H -0.04 2.30 2.93 0.00
```

Net charge   +2
LUMO energy (alpha / beta)   -0.2154 / -0.2152 Ha
Calculated total energy   -152698.4338 eV
2S+1   3
Kohn-Sham gap (alpha / beta)   6.3 / 6.3 eV

***

Entry 6:
Computed, not measured: C28H39GeMnN5 as an isolated structure, with the ωB97M-V functional and the def2-TZVPD basis.

Geometry as XYZ:
```
74
Properties=species:S:1:pos:R:3:lowdin_spin:R:1
Mn -0.90 0.14 0.36 2.49
C 0.31 1.45 2.36 0.01
C 0.60 -0.07 2.58 0.00
N 0.66 -0.71 1.23 -0.02
C 0.56 -2.17 0.87 0.00
C 0.03 -2.25 -0.58 0.01
C 0.29 -3.17 -1.57 0.00
C -0.33 -2.99 -2.81 0.01
C -1.17 -1.91 -3.07 0.00
C -1.40 -1.01 -2.04 0.01
C -2.25 0.27 -2.10 0.00
N -2.31 0.99 -0.76 -0.03
C -1.90 2.44 -0.65 0.01
C -1.38 2.80 0.80 0.01
N -1.02 1.60 1.66 -0.01
N -0.82 -1.26 -0.88 -0.02
H 1.08 1.90 1.73 0.00
H 0.31 1.96 3.32 0.00
H -0.20 -0.53 3.15 0.00
H 1.53 -0.18 3.14 0.00
H 1.52 -0.38 0.79 0.00
H -0.15 -2.65 1.53 0.00
H 1.52 -2.66 0.95 0.00
H 0.97 -4.00 -1.40 0.00
H -0.13 -3.71 -3.60 0.00
H -1.62 -1.79 -4.05 0.00
H -3.27 0.01 -2.40 0.00
H -1.86 0.95 -2.85 0.00
H -3.25 0.88 -0.39 0.00
H -2.74 3.09 -0.90 0.00
H -1.11 2.61 -1.37 0.00
H -2.14 3.36 1.33 0.00
H -0.51 3.44 0.70 0.00
H -1.75 1.46 2.34 0.00
N 0.49 1.04 -0.74 0.49
C 1.56 1.14 -1.40 0.08
C 1.74 2.15 -2.49 0.03
C 0.83 2.22 -3.54 0.00
C 1.00 3.16 -4.55 0.00
C 2.08 4.03 -4.50 0.00
C 2.99 3.95 -3.46 0.00
C 2.84 3.00 -2.46 0.00
C 2.74 0.29 -1.02 0.03
C 3.39 0.49 0.20 0.01
C 4.46 -0.32 0.56 0.00
C 4.88 -1.32 -0.30 0.00
C 4.24 -1.51 -1.52 0.00
C 3.18 -0.70 -1.89 0.01
H 0.01 1.51 -3.60 0.00
H 0.31 3.20 -5.38 0.00
H 2.22 4.76 -5.29 0.00
H 3.84 4.63 -3.43 0.00
H 3.57 2.93 -1.67 0.00
H 3.08 1.30 0.86 0.00
H 4.98 -0.15 1.50 0.00
H 5.72 -1.95 -0.03 0.00
H 4.59 -2.28 -2.20 0.00
H 2.69 -0.83 -2.85 0.00
C -1.32 -3.08 3.62 0.00
Ge -2.62 -1.74 3.07 -0.01
C -2.61 -0.31 4.40 0.00
C -4.34 -2.61 3.01 -0.01
C -2.44 -0.83 1.31 -0.11
H -1.66 -3.45 4.59 0.00
H -0.30 -2.71 3.77 0.00
H -1.30 -3.94 2.95 0.00
H -2.81 -0.72 5.38 0.00
H -3.39 0.43 4.18 0.00
H -1.65 0.21 4.46 0.00
H -4.56 -3.10 3.96 0.00
H -4.35 -3.37 2.23 0.00
H -5.14 -1.89 2.81 0.00
H -3.18 -0.03 1.46 0.00
H -2.89 -1.52 0.58 0.00
```

Net charge   +2
LUMO energy (alpha / beta)   -0.2021 / -0.2480 Ha
Calculated total energy   -124940.3372 eV
Relative energy (zero: lowest compared OMol25 entry of this formula, charge and spin)   180.84 kJ/mol
2S+1   4
Kohn-Sham gap (alpha / beta)   8.8 / 7.1 eV